No. 1
{"formula": "C3H5O4P", "method": "the ωB97M-V functional and the def2-TZVPD basis", "symbols": ["C", "C", "C", "O", "O", "O", "O", "P", "H", "H", "H", "H", "H"], "xyz": [[-0.7227, 0.5244, 0.5935], [-1.9037, 0.1959, -0.0165], [1.4151, -0.2065, -0.9192], [0.9931, -1.0844, -1.5987], [0.0862, -0.5059, 1.1078], [-2.1219, -1.1317, -0.3002], [2.4120, 1.4059, 1.2237], [2.4824, 0.2798, 0.3353], [-0.1367, 1.3683, 0.7570], [-0.3340, -1.3189, 0.9172], [-2.8489, -1.2545, -0.8672], [-2.5313, 1.1131, -0.3093], [3.2104, 0.6145, -0.9235]], "lumo_energy_ev": [-0.57, -0.57], "total_energy_ev": -20666.8993, "max_force_ev_per_a": 6.3, "e_homo_ev": [-8.69, -8.69], "gap_ev": [8.120, 8.121]}

No. 2
{"formula": "C30H30MoN7O10P", "method": "the ωB97M-V functional and the def2-TZVPD basis", "symbols": ["Mo", "C", "C", "C", "C", "C", "C", "N", "C", "C", "C", "C", "C", "C", "N", "N", "C", "C", "C", "C", "C", "N", "H", "H", "H", "H", "H", "H", "H", "H", "H", "H", "H", "H", "H", "N", "C", "C", "C", "O", "O", "H", "H", "H", "H", "H", "H", "O", "C", "O", "C", "C", "C", "C", "C", "C", "O", "N", "O", "O", "N", "O", "O", "H", "H", "C", "P", "C", "C", "O", "H", "H", "H", "H", "H", "H", "H", "H", "H"], "xyz": [[0.5966, 0.9957, 0.1139], [-4.5756, 2.1066, 1.9120], [-4.0012, 2.0898, 0.6511], [-2.7818, 1.4608, 0.4389], [-2.1183, 0.8495, 1.4991], [-2.6953, 0.8753, 2.7701], [-3.9160, 1.4955, 2.9716], [-0.8272, 0.2827, 1.3104], [-0.5696, -0.9957, 1.7851], [-1.5142, -1.9253, 2.2342], [-1.0915, -3.1586, 2.6827], [0.2672, -3.5014, 2.7153], [1.2137, -2.6121, 2.2706], [0.7864, -1.3762, 1.7807], [1.6027, -0.4268, 1.1958], [2.8949, -0.4703, 1.3999], [3.4937, 0.6802, 0.9777], [4.8868, 0.8341, 1.0437], [5.4382, 2.0291, 0.6525], [4.6110, 3.0588, 0.1873], [3.2560, 2.8348, 0.1339], [2.7070, 1.6824, 0.5360], [-5.5300, 2.5897, 2.0706], [-4.5024, 2.5623, -0.1829], [-2.3432, 1.4626, -0.5512], [-2.1716, 0.4187, 3.6012], [-4.3523, 1.5061, 3.9619], [-2.5681, -1.6906, 2.1982], [-1.8308, -3.8867, 2.9870], [0.5644, -4.4856, 3.0488], [2.2630, -2.8656, 2.2355], [5.4824, 0.0094, 1.4071], [6.5094, 2.1734, 0.6998], [5.0157, 4.0047, -0.1404], [2.5708, 3.5737, -0.2631], [0.7571, 2.1956, 2.2930], [-0.1610, 3.3346, 2.4978], [0.0744, 4.4220, 1.4621], [-0.3527, 4.0295, 0.0577], [-0.8745, 4.8094, -0.6935], [-0.0771, 2.7783, -0.2829], [0.5028, 1.4322, 2.9133], [1.7022, 2.4777, 2.5345], [-0.0348, 3.7497, 3.5013], [-1.1821, 2.9651, 2.4237], [1.1370, 4.6885, 1.4332], [-0.4723, 5.3242, 1.7282], [-1.6046, 0.3771, -2.9014], [-1.2422, -0.4009, -2.0525], [-0.3392, -0.0259, -1.1287], [-1.8062, -1.7510, -1.8582], [-3.0949, -1.9311, -2.3102], [-3.7712, -3.1154, -2.0593], [-3.1561, -4.1397, -1.3481], [-1.8557, -3.9967, -0.9498], [-1.0642, -2.8024, -1.1786], [0.1152, -2.6748, -0.8032], [-1.2694, -5.1180, -0.2227], [-0.0979, -5.3762, -0.3989], [-2.0048, -5.7513, 0.5236], [-5.1336, -3.2789, -2.5138], [-5.6510, -2.3557, -3.1204], [-5.6966, -4.3330, -2.2672], [-3.5926, -1.1299, -2.8388], [-3.6956, -5.0477, -1.1207], [1.4925, 0.2614, -4.2708], [2.4141, 0.1701, -2.7427], [4.0844, 0.7168, -3.1153], [2.5203, -1.5251, -2.2212], [1.8396, 1.0931, -1.6809], [1.9520, -0.3686, -5.0318], [1.4805, 1.2988, -4.6063], [0.4611, -0.0497, -4.1026], [4.5313, 0.0776, -3.8769], [4.6857, 0.6676, -2.2060], [4.0606, 1.7456, -3.4735], [2.9094, -2.1322, -3.0402], [1.5351, -1.8983, -1.9153], [3.2038, -1.5936, -1.3713]], "lumo_energy_ev": [-1.56, -2.45], "total_energy_ev": -73644.6809, "max_force_ev_per_a": 1.1, "multiplicity": 3, "e_homo_ev": [-7.59, -7.59], "gap_ev": [6.027, 5.140]}

No. 3
{"formula": "C3H7NO", "method": "the ωB97M-V functional and the def2-TZVPD basis", "symbols": ["C", "C", "N", "H", "H", "H", "H", "H", "C", "O", "H", "H"], "xyz": [[0.2742, -1.2801, -1.2562], [1.4673, -1.5174, -0.6046], [2.3325, -0.4569, -0.1593], [-0.2419, -2.2096, -1.7319], [-0.2807, -0.2934, -1.6019], [1.7629, -2.5915, -0.6159], [2.5494, 0.3262, -0.8094], [2.1524, 0.0934, 0.7006], [-1.6289, 1.3579, 1.3265], [-2.5800, 1.7715, 0.6720], [-1.5693, 0.4051, 1.8902], [-0.7365, 1.9337, 1.1134]], "lumo_energy_ev": 0.61, "total_energy_ev": -6759.2357, "max_force_ev_per_a": 3.6, "e_homo_ev": -9.53, "gap_ev": 10.140}

No. 4
{"formula": "C12H28BF2N3S4Ti", "method": "the ωB97M-V functional and the def2-TZVPD basis", "symbols": ["Ti", "C", "C", "S", "C", "C", "S", "C", "C", "S", "C", "C", "S", "H", "H", "H", "H", "H", "H", "H", "H", "H", "H", "H", "H", "H", "H", "H", "H", "F", "B", "F", "N", "C", "C", "N", "H", "H", "H", "H", "H", "H", "H", "H", "H", "C", "C", "N", "H", "H", "H"], "xyz": [[0.0869, -0.0898, -0.0383], [-1.0829, -3.2803, -1.8658], [-1.7970, -3.7315, -0.5939], [-2.3161, -2.2941, 0.3641], [-2.2594, -2.8972, 2.0602], [-1.9179, -1.7424, 2.9997], [-0.3928, -0.8599, 2.5767], [0.8316, -2.1761, 2.8073], [2.2163, -1.6893, 2.4098], [2.3471, -0.9467, 0.7500], [2.6748, -2.3653, -0.3422], [1.4489, -3.1780, -0.7176], [0.2936, -2.1291, -1.6346], [-1.7685, -2.7549, -2.5308], [-0.6870, -4.1385, -2.4072], [-1.1589, -4.3607, 0.0255], [-2.6752, -4.3114, -0.8720], [-1.5263, -3.6990, 2.1254], [-3.2294, -3.3043, 2.3392], [-1.8252, -2.0966, 4.0250], [-2.6979, -0.9812, 2.9777], [0.5364, -3.0419, 2.2187], [0.8273, -2.4549, 3.8621], [2.9413, -2.5014, 2.4606], [2.5508, -0.9085, 3.0920], [3.4270, -2.9877, 0.1405], [3.1251, -1.9232, -1.2305], [0.9566, -3.5860, 0.1631], [1.7440, -4.0042, -1.3665], [1.8642, 2.0887, -1.3594], [1.0042, 1.0219, -1.6296], [0.6865, 1.0199, -2.9348], [0.4196, 5.6025, 0.3582], [0.8039, 4.3395, 1.1012], [0.0050, 3.1504, 0.5828], [0.5387, 1.8845, 1.1017], [0.9159, 6.4183, 0.7221], [-0.5808, 5.7971, 0.4299], [0.6481, 5.5227, -0.6356], [0.6443, 4.5241, 2.1604], [1.8660, 4.1916, 0.9210], [0.0756, 3.1241, -0.5033], [-1.0482, 3.2314, 0.8544], [0.4196, 1.8232, 2.1089], [1.5370, 1.8476, 0.8971], [-4.0392, 1.3800, -1.3652], [-2.6984, 0.9875, -0.9298], [-1.6593, 0.6026, -0.6160], [-4.5676, 0.5102, -1.7560], [-3.9730, 2.1270, -2.1555], [-4.6095, 1.7845, -0.5300]], "lumo_energy_ev": [-5.63, -5.63], "total_energy_ev": -89925.6616, "max_force_ev_per_a": 2.8, "multiplicity": 3, "e_homo_ev": [-11.81, -13.32], "gap_ev": [6.180, 7.685], "charge": 2}